[1]
38
Properties=species:S:1:pos:R:3:forces:R:3:lowdin_charge:R:1 method="wB97M-V/def2-TZVPD" mol_weight_da=241.2 orbital_gap_ev=9.641 smiles="C=NCCCC(=O)O.O.O.O.O.O.O.O" energy_ha=-936.17579 e_above_lowest_kcal_mol=61.7 homo_ev=-9.69 lumo_ev=0.0 spin_multiplicity=1 charge=0
C -0.81690 -2.08286 -0.05094 -0.01 1.07 1.21 -0.038
N 0.40284 -1.77232 -0.06560 0.72 -0.82 0.16 -0.050
C 0.84762 -0.38321 0.03579 -3.05 0.82 -1.67 -0.248
C 2.05393 -0.12819 -0.85333 -0.66 -0.92 0.36 -0.149
C 1.79942 -0.83257 -2.20489 0.46 0.20 0.50 -0.103
C 0.53270 -0.37681 -2.86438 0.28 0.90 -1.74 -0.508
O -0.43550 -1.03120 -3.13634 -0.09 -0.35 0.40 0.108
O 0.63285 0.90815 -3.33999 0.54 -0.01 0.36 0.082
H -1.60591 -1.33879 0.11629 -0.06 0.08 -0.37 0.091
H -1.12365 -3.11482 0.04984 0.18 -0.38 -0.41 0.087
H 0.00777 0.18727 -0.43890 0.37 0.07 0.07 0.111
H 0.70703 0.02511 1.03805 1.08 -0.47 0.10 0.087
H 2.18229 0.93768 -1.05115 0.25 -0.08 0.34 0.113
H 2.92136 -0.60280 -0.41033 0.47 0.30 0.01 0.114
H 1.66732 -1.90739 -2.09762 0.34 0.05 0.21 0.120
H 2.71102 -0.59262 -2.77905 -0.76 -0.23 -0.40 0.135
H 0.01259 1.03940 -4.07043 -0.33 -0.16 0.30 0.123
O 0.62255 3.67463 -0.17717 0.34 0.06 1.26 -0.038
H 0.97214 4.55832 -0.36345 -0.46 -0.70 -0.75 0.077
H 0.28541 3.13296 -0.89088 0.20 0.68 -0.76 0.055
O 1.42245 -2.24451 2.46497 -0.75 -0.52 1.01 -0.063
H 2.30989 -1.91040 2.36349 0.00 0.39 -0.48 0.030
H 0.81704 -1.95299 1.76683 0.97 -0.17 0.10 -0.025
O -3.08716 -2.31772 -2.12509 -0.68 0.32 -0.45 -0.055
H -2.33622 -1.89700 -2.56272 0.24 -0.31 0.35 0.001
H -2.80199 -2.85623 -1.39053 0.41 -0.02 -0.06 0.000
O -3.78107 1.10372 0.76691 0.29 -0.02 0.16 -0.067
H -3.22980 1.08927 1.56241 -0.17 -0.06 -0.09 0.005
H -3.13461 0.93745 0.07262 -0.11 0.02 -0.07 0.016
O 1.97247 1.80058 2.21111 0.64 -0.20 0.73 -0.054
H 1.50289 1.82328 1.37882 -0.12 0.32 -0.23 -0.026
H 2.63423 2.49693 2.20923 -0.04 -0.01 -0.20 0.044
O -1.99234 -0.68212 3.09961 1.01 -0.03 0.67 -0.055
H -1.97830 -1.63572 3.21728 -0.50 -0.35 -0.31 0.039
H -1.21478 -0.48683 3.65849 -0.39 0.39 -0.37 0.052
O -0.55802 1.87216 1.39830 -0.65 -0.34 -0.68 -0.074
H -0.63347 1.80029 2.34947 0.16 0.45 0.14 0.052
H -0.28809 2.75988 1.11330 -0.15 0.03 0.61 0.014


[2]
78
Properties=species:S:1:pos:R:3:forces:R:3:lowdin_charge:R:1 method="wB97M-V/def2-TZVPD" mol_weight_da=860.7 orbital_gap_ev=5.126 energy_ha=-2031.49244 e_above_lowest_kcal_mol=0.0 homo_ev=-12.85 lumo_ev=-7.7 spin_multiplicity=1 charge=+2
Ir -0.53802 -1.59773 -0.36663 -0.47 -0.96 0.16 1.069
C 3.71225 -1.23756 -3.93845 0.01 -0.01 0.01 -0.060
C 4.09907 -0.68496 -2.72557 0.00 -0.02 -0.01 -0.056
C 3.36489 -0.92876 -1.57400 -0.02 0.06 -0.05 -0.050
C 2.23625 -1.74042 -1.63321 -0.01 0.05 0.17 -0.294
C 1.85138 -2.29982 -2.84956 0.01 -0.08 0.03 -0.049
C 2.58332 -2.04439 -3.99862 0.01 0.01 -0.01 -0.060
N 1.42110 -1.97010 -0.48616 -0.09 0.01 -0.14 -0.112
C 1.94026 -2.28565 0.74463 0.05 -0.14 0.00 -0.225
C 3.28116 -2.62076 1.01454 -0.12 0.03 -0.04 0.007
C 3.65140 -2.96154 2.29325 -0.01 -0.03 0.11 -0.018
C 2.73795 -2.99914 3.36954 0.08 0.00 -0.01 -0.053
C 1.42169 -2.71996 3.14014 0.00 -0.02 -0.07 -0.003
C 1.03230 -2.37199 1.83293 -0.03 0.08 0.11 -0.212
N -0.28330 -2.12570 1.47259 0.31 -0.22 0.59 -0.162
N -1.25040 -2.24196 2.26582 -0.28 0.12 -0.17 0.154
C -2.50138 -1.97246 1.66060 0.30 -0.12 0.02 -0.296
C -3.63445 -2.07693 2.43468 -0.09 0.01 -0.01 0.040
C -4.87107 -1.89965 1.82256 0.03 0.01 -0.01 0.000
C -4.92025 -1.63718 0.46498 0.04 0.01 -0.02 -0.007
C -3.73152 -1.53553 -0.24741 -0.08 0.05 0.15 -0.086
N -2.54198 -1.68034 0.33310 0.10 0.04 0.28 -0.046
H 4.29750 -1.05541 -4.82953 -0.02 0.01 0.00 0.115
H 4.97715 -0.05391 -2.67422 0.01 -0.01 0.01 0.117
H 3.65223 -0.46825 -0.63699 0.03 -0.03 0.00 0.106
H 1.00553 -2.97964 -2.87873 0.00 0.02 0.00 0.111
H 2.28835 -2.49733 -4.93603 0.01 0.00 0.01 0.115
H 4.00363 -2.63696 0.21295 0.02 0.01 0.02 0.120
H 4.68470 -3.22625 2.47930 -0.01 0.01 0.00 0.125
H 3.07620 -3.27303 4.35843 0.01 0.00 -0.02 0.118
H 0.67831 -2.77668 3.92393 0.00 0.02 -0.02 0.121
H -3.53293 -2.30817 3.48565 -0.01 -0.01 -0.02 0.136
H -5.78146 -1.98349 2.40072 0.00 0.01 -0.01 0.131
H -5.86111 -1.50692 -0.05018 0.01 -0.02 -0.01 0.127
H -3.73613 -1.33001 -1.30883 -0.10 0.07 0.06 0.111
C 1.69144 2.00710 -2.41403 -0.06 0.05 0.05 -0.032
C 2.30315 1.96693 -1.03932 -0.03 0.02 0.06 -0.296
C 3.61790 2.41465 -0.90965 -0.02 0.00 -0.02 -0.038
C 4.31445 2.32753 0.28200 0.03 0.01 0.01 -0.038
C 3.70571 1.77649 1.39908 0.01 -0.02 0.00 -0.056
C 2.38885 1.36189 1.31610 -0.08 0.11 0.03 -0.119
C 1.67289 1.48165 0.12000 0.14 -0.07 -0.03 -0.288
Sb -0.33255 0.82112 0.13702 0.20 0.63 0.16 1.688
C -1.24334 1.20203 2.00289 -0.12 -0.05 0.06 -0.292
C -0.49577 0.78503 3.11265 0.03 0.08 -0.02 -0.149
C -0.95187 0.99960 4.39816 -0.01 -0.03 0.02 -0.052
C -2.16850 1.64085 4.58692 0.01 0.01 0.04 -0.036
C -2.93178 2.00325 3.49397 -0.04 -0.04 -0.04 -0.028
C -2.51377 1.76835 2.18156 0.03 -0.07 0.03 -0.283
C -3.48854 2.09736 1.08262 0.03 0.07 0.02 -0.043
C -1.35299 1.54146 -1.53950 -0.08 0.04 -0.03 -0.358
C -1.65665 2.89887 -1.62765 -0.03 -0.05 -0.07 -0.124
C -2.34139 3.38019 -2.72964 0.00 0.02 0.03 -0.041
C -2.72422 2.50080 -3.73428 -0.03 0.01 -0.03 -0.029
C -2.40050 1.15679 -3.65221 0.04 -0.04 -0.03 -0.016
C -1.70079 0.65233 -2.55707 0.00 0.09 -0.01 -0.298
C -1.34458 -0.81799 -2.57698 -0.82 0.06 0.11 -0.106
H 2.48050 2.08015 -3.16003 -0.02 0.00 0.00 0.092
H 1.02997 2.86492 -2.54491 -0.02 -0.01 0.00 0.090
H 1.12321 1.10501 -2.63675 -0.02 -0.09 -0.02 0.067
H 4.10973 2.82055 -1.78547 0.00 -0.01 0.01 0.127
H 5.33674 2.67821 0.33543 -0.01 0.00 0.00 0.122
H 4.24332 1.68261 2.33301 -0.01 0.00 -0.01 0.119
H 1.92880 0.96656 2.20883 0.04 0.03 -0.06 0.073
H 0.44819 0.27178 2.99016 -0.06 -0.04 0.00 0.067
H -0.36269 0.67058 5.24375 0.00 0.02 -0.01 0.120
H -2.53084 1.83911 5.58701 0.00 0.00 -0.01 0.122
H -3.89839 2.46864 3.64843 0.01 -0.02 0.00 0.128
H -4.49212 1.80372 1.39062 0.00 0.02 0.00 0.092
H -3.26931 1.58795 0.14935 0.02 -0.04 -0.07 0.043
H -3.51885 3.17039 0.88354 0.03 -0.01 -0.03 0.099
H -1.35845 3.58424 -0.84211 -0.01 -0.01 0.01 0.120
H -2.57571 4.43351 -2.80550 0.00 -0.01 0.00 0.123
H -3.26823 2.86711 -4.59474 0.01 0.00 0.00 0.124
H -2.68016 0.48925 -4.45932 0.00 0.01 0.00 0.130
H -1.01162 -1.13338 -3.56453 0.20 -0.04 0.05 0.117
H -2.18556 -1.45933 -2.31008 0.10 0.07 -0.28 0.061
H -0.40836 -1.02930 -1.97556 0.85 0.33 -1.06 -0.037


[3]
19
Properties=species:S:1:pos:R:3:forces:R:3:lowdin_charge:R:1 method="wB97M-V/def2-TZVPD" mol_weight_da=363.0 orbital_gap_ev=9.254 energy_ha=-938.58318 e_above_lowest_kcal_mol=53.7 homo_ev=-12.67 lumo_ev=-3.4 spin_multiplicity=1 charge=+1
C -0.86695 0.58625 -1.56500 0.22 0.16 1.75 -0.005
C -0.95857 -0.66012 -1.05273 -0.02 1.01 -0.92 -0.032
C -0.15976 0.61615 0.59175 -1.36 -0.68 -2.50 -0.150
C -0.48294 2.91958 -0.51235 0.63 -2.42 -3.59 0.068
C 1.87075 -2.24802 0.55679 -3.39 -0.42 1.66 -0.554
C -0.18784 -1.86634 0.97540 3.42 1.29 -0.27 -0.668
N -0.40302 1.37166 -0.52906 0.64 1.84 1.89 -0.062
N -0.53291 -0.66737 0.25104 0.96 1.20 0.27 -0.172
I 2.83892 -0.42755 0.97488 -0.03 -0.89 -0.70 0.907
I -0.33720 -1.51998 3.02043 -0.17 -0.43 0.40 0.964
H -1.18799 0.96695 -2.51204 0.04 0.19 -0.14 0.139
H -1.45102 -1.37885 -1.63888 -0.08 -1.69 0.13 0.131
H 0.11257 0.91406 1.60093 -0.03 0.15 -0.57 0.077
H -1.34629 3.16166 0.03015 -1.54 0.64 -0.10 0.082
H 0.30955 3.38130 -0.05489 2.28 0.37 1.66 0.054
H -0.27966 3.26349 -1.60415 -1.41 -0.58 1.79 0.144
H 2.16151 -3.02273 1.29323 -0.29 0.79 -0.15 0.010
H 1.68946 -2.77801 -0.37633 0.68 0.99 -0.54 0.019
H -0.78860 -2.61215 0.55083 -0.54 -1.51 -0.08 0.049


[4]
13
Properties=species:S:1:pos:R:3:forces:R:3:lowdin_charge:R:1 method="wB97M-V/def2-TZVPD" mol_weight_da=134.1 orbital_gap_ev="7.187 / 7.207" energy_ha=-738.79194 e_above_lowest_kcal_mol=55.0 homo_ev="-12.23 / -12.26" lumo_ev="-5.0 / -5.1" spin_multiplicity=1 charge=+1
C -0.72685 0.73746 2.99735 -0.56 0.24 -0.06 -0.408
C -1.18648 -0.65514 -0.40117 -0.85 -1.49 -0.83 0.116
C -0.64411 0.43232 -0.00283 1.21 1.21 0.12 -0.508
N 0.89457 0.55231 -0.04482 -1.24 0.55 4.24 0.280
O 0.39739 0.47838 2.93782 0.65 -0.22 0.00 0.212
O -1.21515 1.56796 0.28598 -0.06 1.94 0.89 -0.479
O -1.84780 1.01741 2.98757 0.00 -0.20 0.55 0.123
P -2.82901 2.06374 0.70448 0.79 -0.45 -0.64 0.975
H -2.26757 -0.67533 -0.51211 0.28 -0.46 0.06 0.095
H -0.50107 -1.38432 -0.75367 -0.20 -1.15 -0.21 0.084
H 1.09064 1.50040 -0.35931 0.73 -0.13 -0.23 0.180
H 1.27822 -0.20699 -0.50256 0.85 -1.49 -2.78 0.122
H 1.39968 0.29534 0.89580 -1.59 1.64 -1.10 0.207


[5]
17
Properties=species:S:1:pos:R:3:forces:R:3:lowdin_charge:R:1 method="wB97M-V/def2-TZVPD" mol_weight_da=102.1 orbital_gap_ev=9.679 smiles="COCCC(C)=O" energy_ha=-346.90763 e_above_lowest_kcal_mol=73.9 homo_ev=-8.84 lumo_ev=0.8 spin_multiplicity=1 charge=0
C 0.26160 -1.94153 2.14185 0.48 -0.08 -0.13 -0.181
O -0.74516 -1.53689 1.25992 -0.11 -0.24 -2.75 -0.247
C -0.27501 -0.97744 -0.21585 -0.98 -1.99 5.22 -0.105
C -0.04306 0.38789 0.23644 1.36 2.12 -4.82 -0.093
C 0.37566 0.98135 -1.35084 0.17 1.32 2.94 -0.385
C -0.33131 2.24872 -1.75647 -0.77 -0.36 -0.71 -0.026
O 1.29778 0.52820 -1.96575 -0.30 -0.49 -0.02 0.084
H 0.44445 -1.18336 2.91572 -0.03 -0.06 -0.03 0.077
H 1.23005 -2.14740 1.65580 -0.20 0.06 -0.05 0.083
H -0.05613 -2.87175 2.62290 0.04 0.08 0.08 0.079
H 0.61871 -1.53536 -0.49639 -0.29 0.10 -0.21 0.119
H -1.16158 -1.12583 -0.82633 0.20 -0.11 -0.04 0.125
H -0.92725 0.91636 0.58044 0.11 -0.17 0.10 0.108
H 0.85491 0.54952 0.82769 -0.16 -0.21 0.16 0.115
H -0.45994 2.26047 -2.83924 0.25 0.14 -0.07 0.082
H 0.24828 3.12085 -1.45575 0.13 -0.10 0.09 0.092
H -1.33199 2.32622 -1.33414 0.08 -0.01 0.24 0.073


[6]
9
Properties=species:S:1:pos:R:3:forces:R:3:lowdin_charge:R:1 method="wB97M-V/def2-TZVPD" mol_weight_da=111.5 orbital_gap_ev="8.455 / 8.957" energy_ha=-767.89325 e_above_lowest_kcal_mol=112.5 homo_ev="-9.21 / -9.64" lumo_ev="-0.8 / -0.7" spin_multiplicity=1 charge=0
C 1.80877 -0.67918 0.27654 -0.52 2.65 0.59 -0.311
C -1.32868 0.08438 -0.14707 -0.88 -2.35 -2.46 -0.284
N -0.08700 0.56607 -0.59059 2.40 0.49 -0.01 -0.432
O 2.60745 0.01706 0.79576 -0.68 -1.47 -0.72 0.110
F 1.84853 -1.90939 -0.12095 0.38 -0.72 -0.15 0.144
Cl 0.37614 2.05061 0.23542 -0.69 -0.99 -0.50 0.548
H -1.56355 -0.97343 -0.59577 1.11 1.44 1.47 0.129
H -1.55780 0.27619 0.83766 -0.38 -0.31 2.51 0.033
H -2.10386 0.56769 -0.69099 -0.74 1.27 -0.74 0.063